1.
161
Properties=species:S:1:pos:R:3 method="wB97M-V/def2-TZVPD" spin_multiplicity=1 homo_ha=-0.28279 lumo_energy_ha=-0.0015
C -1.43 -2.92 0.39
N -1.07 -1.91 -0.62
C -0.38 -0.82 0.05
N -0.36 0.45 -0.70
P 1.18 1.03 -1.01
O 1.14 2.38 -1.56
C -1.18 0.45 -1.86
O -0.92 -0.05 -2.85
O -2.29 1.19 -1.73
P -3.40 0.49 -0.66
C -4.51 1.79 0.02
C -4.34 -0.88 -1.44
H -0.52 -3.31 0.83
H -2.03 -2.48 1.17
H -2.02 -3.71 -0.05
H -0.41 -2.38 -1.22
H 0.63 -1.15 0.34
H -0.91 -0.64 0.97
H 1.95 0.20 -1.85
H 1.83 1.05 0.24
H -4.32 1.82 1.08
H -4.29 2.78 -0.35
H -5.55 1.56 -0.11
H -5.41 -0.73 -1.48
H -4.07 -1.76 -0.90
H -4.01 -1.06 -2.45
C -3.46 -5.49 0.36
Cl -4.21 -6.74 1.35
Cl -4.46 -4.02 0.34
Cl -1.83 -5.11 0.93
H -3.38 -5.87 -0.65
C 3.27 -1.23 -4.66
Cl 4.05 0.22 -4.01
Cl 4.43 -2.22 -5.52
Cl 2.49 -2.14 -3.37
H 2.51 -0.91 -5.36
C -0.51 2.23 3.22
Cl -0.63 0.52 3.65
Cl -0.02 2.37 1.53
Cl -2.04 3.05 3.51
H 0.24 2.70 3.85
C 4.15 3.31 1.52
Cl 4.99 4.73 2.15
Cl 5.29 2.26 0.66
Cl 3.36 2.43 2.82
H 3.39 3.65 0.81
C 1.88 -0.39 -8.71
Cl 2.65 1.02 -7.99
Cl 3.07 -1.36 -9.58
Cl 1.07 -1.36 -7.48
H 1.14 -0.06 -9.41
C 0.80 3.53 -6.06
Cl 1.07 5.26 -6.24
Cl 0.89 3.05 -4.37
Cl -0.75 3.06 -6.77
H 1.58 3.01 -6.60
C 7.31 -3.98 -8.22
Cl 6.70 -4.95 -6.88
Cl 6.26 -2.59 -8.51
Cl 8.96 -3.44 -7.90
H 7.32 -4.59 -9.11
C -5.11 1.71 -4.49
Cl -4.11 0.30 -4.83
Cl -6.02 2.18 -5.92
Cl -6.21 1.42 -3.13
H -4.45 2.53 -4.22
C -4.15 -0.18 5.35
Cl -3.12 -1.61 5.20
Cl -3.35 1.06 6.32
Cl -4.56 0.43 3.75
H -5.06 -0.47 5.85
C 10.85 -4.19 -11.58
Cl 10.76 -5.90 -11.15
Cl 11.31 -4.00 -13.27
Cl 9.31 -3.39 -11.26
H 11.61 -3.72 -10.97
C -1.76 -5.73 4.26
Cl -0.22 -6.31 4.92
Cl -3.12 -6.30 5.23
Cl -1.78 -3.97 4.12
H -1.87 -6.13 3.27
C -5.73 -10.15 2.78
Cl -4.99 -8.97 3.86
Cl -4.50 -10.93 1.79
Cl -6.64 -11.35 3.71
H -6.41 -9.63 2.13
C -2.76 6.14 0.66
Cl -1.61 4.85 0.34
Cl -3.73 6.49 -0.78
Cl -3.82 5.76 2.02
H -2.20 7.04 0.91
C 8.48 1.62 2.32
Cl 9.30 3.06 2.94
Cl 9.62 0.57 1.48
Cl 7.68 0.76 3.63
H 7.73 1.94 1.62
C 7.72 0.69 -3.49
Cl 7.97 1.94 -4.71
Cl 8.75 -0.70 -3.81
Cl 8.00 1.33 -1.87
H 6.69 0.36 -3.55
C 2.36 6.58 -0.13
Cl 1.17 7.87 0.02
Cl 1.70 5.06 0.49
Cl 2.88 6.39 -1.80
H 3.23 6.84 0.47
C 6.24 7.40 5.30
Cl 5.06 8.66 5.65
Cl 5.64 5.82 5.79
Cl 6.68 7.39 3.59
H 7.14 7.61 5.87
C 1.42 11.51 -1.15
Cl 3.00 11.08 -0.49
Cl 0.13 11.10 -0.01
Cl 1.37 13.23 -1.56
H 1.26 10.94 -2.05
C 6.24 4.35 9.92
Cl 5.71 3.11 8.78
Cl 8.00 4.34 10.06
Cl 5.66 5.94 9.44
H 5.83 4.12 10.90
C -5.35 -5.98 -3.94
Cl -5.07 -5.27 -2.34
Cl -5.14 -7.73 -3.89
Cl -6.95 -5.56 -4.53
H -4.62 -5.57 -4.63
C 11.86 2.44 8.89
Cl 12.23 3.56 10.20
Cl 12.22 0.78 9.37
Cl 10.17 2.59 8.40
H 12.48 2.69 8.04
C -4.29 -13.69 5.72
Cl -3.58 -12.49 6.79
Cl -3.06 -14.47 4.73
Cl -5.20 -14.89 6.64
H -4.98 -13.18 5.06
C -9.80 -11.07 6.27
Cl -10.18 -12.03 4.83
Cl -8.08 -11.16 6.65
Cl -10.31 -9.40 6.06
H -10.35 -11.49 7.10
C -8.42 -2.89 -0.55
Cl -8.19 -4.60 -0.88
Cl -6.88 -2.01 -0.62
Cl -9.58 -2.19 -1.67
H -8.81 -2.79 0.45
C -8.68 -4.87 -8.29
Cl -7.18 -5.63 -7.78
Cl -10.06 -5.59 -7.46
Cl -8.62 -3.13 -8.01
H -8.80 -5.03 -9.36
C 2.06 11.25 4.15
Cl 1.62 9.68 4.84
Cl 0.97 12.51 4.72
Cl 3.73 11.65 4.53
H 1.97 11.18 3.08
C -5.50 9.11 3.10
Cl -4.15 9.65 2.09
Cl -6.53 7.98 2.22
Cl -4.91 8.39 4.60
H -6.10 9.98 3.35

***

2.
25
Properties=species:S:1:pos:R:3 method="wB97M-V/def2-TZVPD" smiles=COCC(Br)(Br)N(C)c1cnccn1 spin_multiplicity=1 homo_ha=-0.30845 lumo_energy_ha=0.0153
C 3.98 1.48 -0.05
O 2.80 0.71 -0.12
C 1.70 1.24 0.58
C 0.30 0.97 0.19
Br -0.97 1.73 1.39
Br 0.06 1.64 -1.71
N -0.16 -0.72 -0.16
C 0.79 -1.61 0.38
C -1.52 -0.79 -0.18
C -2.18 -2.04 0.06
N -3.45 -2.18 -0.15
C -4.13 -1.09 -0.52
C -3.49 0.09 -0.71
N -2.21 0.26 -0.57
H 3.63 2.57 0.11
H 4.38 1.48 -1.09
H 4.70 1.19 0.79
H 1.74 2.36 0.35
H 1.87 1.24 1.58
H 1.68 -1.54 -0.28
H 1.10 -1.45 1.45
H 0.22 -2.50 0.11
H -1.62 -2.92 0.27
H -5.15 -1.18 -0.71
H -4.05 1.06 -1.00

***

3.
13
Properties=species:S:1:pos:R:3 method="wB97M-V/def2-TZVPD" total_charge=+2 smiles="CC#[N+]C(C)=[N+]=O" spin_multiplicity=1 homo_ha="-0.78290 / -0.78287" lumo_energy_ha="-0.4850 / -0.4850"
C 1.70 -0.68 2.08
C 0.80 -0.42 1.12
N -0.01 -0.07 0.31
C -0.94 0.10 -0.71
C -0.71 1.05 -1.85
N -2.02 -0.59 -0.65
O -3.11 -1.23 -1.00
H 2.42 0.18 1.82
H 2.49 -1.57 1.94
H 1.32 -0.48 3.13
H -1.41 1.99 -1.76
H -0.95 0.58 -2.72
H 0.41 1.13 -1.71

***

4.
23
Properties=species:S:1:pos:R:3 method="wB97M-V/def2-TZVPD" total_charge=+1 spin_multiplicity=1 homo_ha=-0.44078 lumo_energy_ha=-0.1114
C -2.10 0.03 1.14
C -1.57 1.15 0.28
C -0.83 2.17 0.72
N -0.34 3.21 -0.08
H -1.62 -0.02 2.12
H -3.18 0.10 1.25
H -1.96 -0.93 0.63
H -1.87 1.14 -0.76
H -0.54 2.25 1.77
H -0.26 4.05 0.46
H -0.89 3.40 -0.90
C 0.46 -1.82 -1.79
C 1.28 -1.76 -0.54
C 2.33 -2.47 -0.17
N 0.94 -0.60 0.37
H 0.90 -2.60 -2.40
H -0.58 -2.09 -1.59
H 0.50 -0.86 -2.30
H 2.89 -2.28 0.74
H 2.65 -3.30 -0.77
H 0.30 -0.90 1.11
H 0.44 0.16 -0.10
H 1.78 -0.23 0.80